Record 1
This record from the OMol25 dataset describes a cluster of 7 separate species, C47H83B2N2O20 in total. The level of theory is wB97M-V/def2-TZVPD.

Structure (XYZ):
```
154
Properties=species:S:1:pos:R:3
C 6.764 -4.902 -1.859
C 8.232 1.277 2.270
C 0.508 -9.067 -1.873
C 5.098 5.810 -7.899
N -2.800 2.879 0.124
H -5.397 -0.746 3.023
H 1.966 -0.847 1.797
H -9.040 3.131 -4.030
C 3.265 -3.472 3.467
H 2.313 -5.557 4.115
H -9.583 8.924 0.663
H 2.762 4.294 -9.806
C 3.994 -4.997 -0.202
C -5.038 -2.983 3.381
H 2.187 7.285 -2.963
C 5.689 5.983 -1.741
H -8.572 4.396 -0.043
H 0.696 -10.120 -1.639
H 7.779 -4.860 -2.467
C -7.446 2.510 -2.712
O -10.383 7.108 1.141
C 5.274 -4.179 0.423
H -6.865 2.042 -3.514
B -0.061 2.261 -0.711
H 5.752 3.728 -8.055
H 7.613 -3.568 0.105
C -4.485 -1.504 2.938
C 1.777 -2.952 3.915
B 1.249 -1.381 -0.414
C 5.061 -3.421 1.868
C 1.419 -9.247 0.888
C 2.088 -8.350 -0.113
H -1.530 2.070 -2.066
H 8.712 1.192 3.248
H 5.617 -3.916 2.770
H 3.921 -5.042 4.994
H 7.315 1.859 2.385
H 3.064 2.537 -9.918
H -8.073 7.827 2.294
O -0.628 2.523 -2.061
C -0.859 1.373 0.467
C 6.706 -4.142 -0.399
H 5.786 4.404 -6.438
H 9.428 -2.357 4.340
H 0.559 -8.980 -2.963
H 2.196 -9.744 1.479
H -11.184 6.205 3.910
O -0.668 -2.100 4.606
H -6.100 -2.818 3.868
H -7.750 4.338 -3.818
O 6.668 7.410 -3.363
H -8.170 3.003 0.999
H 5.005 5.137 -1.713
C 5.214 4.393 -7.372
H 3.871 4.736 -3.417
O 1.554 -8.231 -1.347
H -8.931 4.088 -2.542
C -0.256 -1.981 3.313
H -10.883 9.021 1.835
C -2.503 -0.288 2.746
C -0.145 0.112 1.266
H -8.633 9.399 2.911
C 2.541 6.296 -2.652
O 1.620 -2.826 -0.337
H -1.015 -7.549 -1.689
H -8.004 1.704 -2.225
H 3.151 -6.304 -2.120
H -9.313 7.886 3.535
H -11.682 7.814 3.337
C 9.365 -1.381 3.849
O 9.141 -0.834 1.461
C -8.948 8.390 2.636
C 5.710 6.707 -3.056
H 4.402 3.625 -9.643
O 3.918 3.854 -7.050
O -3.371 -0.986 3.752
C 7.931 -0.083 1.670
H 2.091 0.586 0.579
H -6.043 -4.961 5.004
H -8.819 2.723 -0.597
H 1.680 5.632 -2.544
H -4.409 -5.681 5.817
C -0.854 -8.595 -1.402
C 9.780 -1.544 2.415
C -8.348 3.573 -3.309
O 4.628 6.639 -3.861
H 8.339 -1.042 3.976
O 10.734 -2.259 2.122
H 8.925 1.832 1.627
C -10.004 8.436 1.549
O 3.605 -3.256 2.052
C 3.351 3.465 -9.411
H 1.723 3.015 -1.384
H 4.511 5.854 -8.819
H -0.945 -8.638 -0.314
H -6.003 -4.748 2.216
H 5.428 6.687 -0.948
N -2.305 1.769 0.830
H -4.230 1.412 2.059
H -4.857 -6.047 4.021
H 6.688 5.576 -1.555
H 2.933 -5.105 0.333
C -8.167 3.382 -0.028
H 4.045 -2.828 4.099
C -11.275 6.330 1.789
C -11.753 6.745 3.151
C 5.489 -5.698 -2.552
C -2.683 -4.415 3.632
C -4.040 -3.833 4.366
H 1.912 -1.830 4.299
H 6.087 6.228 -8.100
O 2.037 2.760 -7.566
C -5.331 -3.814 1.960
C 3.519 5.741 -3.669
H 7.213 -0.659 2.262
H 7.477 0.055 0.683
O -5.843 3.784 0.220
H 5.568 -6.206 -3.624
H 0.744 -3.338 -0.388
H 3.946 -5.688 3.129
H -3.741 -3.278 5.362
H -0.243 -1.423 -1.723
H -12.814 6.488 3.237
H -4.235 -1.558 1.777
H 3.017 5.658 -4.639
H 4.587 6.447 -7.168
H -2.365 -3.821 2.675
O 3.064 -7.679 0.209
H 0.822 -10.040 0.442
C -0.923 -0.754 2.454
O -6.492 3.093 -1.805
H -5.918 -3.064 1.264
C -3.124 1.001 1.881
O 0.662 -0.952 -1.732
H -2.443 3.751 0.615
H 1.424 -3.672 4.798
C -6.748 3.410 -0.518
H 10.042 -0.680 4.341
C 1.422 -0.328 0.880
H -1.840 -4.429 4.478
C 3.067 3.310 -7.944
H 3.004 6.422 -1.671
O 0.775 -2.926 2.833
C -4.897 -5.186 4.847
H -4.326 -4.101 1.396
C 3.361 -5.064 3.943
O 1.307 2.843 -0.470
C 4.098 -5.754 -1.681
O -11.635 5.262 1.303
H 5.524 -2.326 1.760
H 0.790 -8.645 1.546
H -3.843 2.900 0.122
H -1.647 -9.206 -1.839
H -2.841 -5.560 3.349
```

Properties
Frontier orbital gap (eV): 4.12
Net charge: +1
HOMO level (Ha): -0.3377
Spin multiplicity: 1
F_max (hartree/bohr): 0.1751
Calculated total energy (eV): -95341.902

---

Record 2
This record from the OMol25 dataset describes a cluster of 12 separate species, C47H89Cl22FN6O8P2S2 in total. The level of theory is wB97M-V/def2-TZVPD.

Structure (XYZ):
```
177
Properties=species:S:1:pos:R:3
H 0.006 -1.247 2.384
H 3.004 0.521 1.496
H 2.303 2.828 -7.365
H 1.447 -5.203 -3.251
C 2.900 12.015 -3.076
H 1.883 13.571 -2.001
O 2.769 -7.317 -0.110
H 6.554 -0.817 1.094
H 0.761 -6.338 -2.002
C 7.989 0.776 6.271
C 0.997 -5.219 -2.187
H -6.017 5.088 -5.415
H -5.817 -7.789 4.220
Cl 0.499 11.690 -1.798
H 1.927 -3.094 2.796
C -2.196 -1.220 1.857
Cl 1.284 3.143 -5.276
C 3.112 -0.605 -0.869
H -9.557 7.670 -3.251
H -0.410 -3.689 -3.126
H 10.283 0.507 9.383
Cl -8.169 6.582 -1.681
H 3.442 4.818 -6.259
H 3.729 7.478 -2.946
H -0.457 -3.686 2.299
C 2.869 -2.860 -2.346
C -4.299 -5.550 -0.758
C 1.737 3.652 -6.924
C 5.232 -0.317 2.433
C -1.591 1.094 -3.480
C -11.904 1.675 -1.569
C -4.743 -7.967 4.298
C -4.012 -5.974 0.781
H -3.715 -3.593 -1.239
H 0.821 3.783 -7.503
N 6.078 -1.209 1.935
N 5.133 0.990 1.756
Cl -3.902 -0.588 -0.902
H -2.966 -1.723 1.165
H 2.077 -5.642 2.129
Cl -4.385 2.630 0.126
C 7.619 1.143 4.848
H 3.407 -4.947 -4.172
C -0.670 -1.610 1.538
N 2.263 -4.866 1.483
Cl 8.387 0.174 11.554
H -1.324 -5.592 0.117
H -2.442 -1.351 2.978
H -5.822 2.463 -1.717
C -4.334 -9.233 3.571
O -5.290 -6.033 -1.368
H -8.234 4.760 -4.205
C -1.504 -5.590 -2.779
Cl -12.583 1.997 0.046
O 1.658 -2.282 -2.876
H 2.533 7.196 -0.716
O 3.582 -6.721 -2.283
C -5.326 0.436 -1.217
C 1.971 -4.749 -1.036
H -3.250 -9.355 3.557
H 3.111 -1.783 6.845
H -11.598 2.628 -2.003
C 3.850 1.116 0.998
C 1.771 -1.276 -3.836
H 2.604 12.343 -0.952
C 2.830 6.867 -2.840
H 0.486 -0.278 7.418
C -2.960 -4.883 -2.729
C -0.926 2.443 -3.025
C 0.895 0.060 -3.561
H 8.334 0.737 4.129
O 2.661 -3.524 -1.111
H 2.337 12.075 -4.009
C 1.513 1.412 -3.149
H 1.021 3.646 -2.515
C -9.632 7.466 -2.181
H -4.982 -6.359 1.250
H 2.035 -0.323 -1.105
O -0.228 -0.922 0.332
H -1.454 -6.531 -2.113
C 1.561 -0.431 7.533
H -11.029 -0.224 -0.991
Cl 1.648 6.344 -6.419
N -3.368 -4.557 -1.329
H -0.829 -4.055 -1.320
H -11.770 7.321 -2.041
C 2.082 12.502 -1.897
Cl -9.313 1.376 -0.728
H -12.715 1.269 -2.177
H 7.898 -0.303 6.410
C -0.640 -0.099 -3.740
C -10.894 6.699 -1.846
H 2.651 1.458 -3.074
Cl 3.443 10.332 -2.865
H -1.426 -3.499 0.652
H 3.562 -3.915 2.867
Cl 0.427 6.543 -1.562
H 1.782 -0.507 8.600
Cl -3.898 -6.528 3.674
Cl 11.328 -1.252 10.561
O 0.750 -3.321 0.514
H 2.948 5.113 -7.931
H 11.737 1.033 10.242
Cl 2.394 1.025 6.937
H -3.737 -5.469 -3.330
H 3.192 -2.951 1.357
H 4.680 -2.096 -1.328
P -0.093 -6.025 0.704
O 2.384 -1.275 -4.924
Cl 9.674 1.206 6.661
C 2.708 -3.616 2.143
H 3.777 1.604 -1.175
H -2.290 -0.083 1.667
Cl -4.915 -9.259 1.886
C 3.818 -1.590 -1.914
H -6.079 5.836 -3.814
H 4.337 -2.924 -4.742
C -0.488 -3.207 1.245
Cl 7.534 2.903 4.609
H -4.167 2.017 -2.142
H 6.631 0.745 4.607
C 2.580 4.912 -6.923
Cl -4.637 3.988 -3.847
C 1.234 -4.695 0.436
C 2.025 -1.686 6.822
N -0.422 -6.310 2.275
C 10.824 0.441 10.330
C -6.095 4.883 -4.345
Cl 1.503 -1.724 5.118
H 7.337 1.269 6.995
H -6.031 0.298 -0.395
H -2.710 0.961 -3.623
H -3.709 -5.034 1.380
H 5.143 0.396 -0.785
H 4.880 -1.576 4.011
H -1.307 -5.939 -3.848
H 1.813 8.423 -1.765
H -1.638 3.313 -2.805
H -10.917 6.401 -0.797
C -0.421 -4.474 -2.295
H 3.502 -0.892 3.460
S 5.743 -4.264 -2.853
H -9.623 8.420 -1.651
H -3.218 -6.788 0.862
H 3.074 -1.170 0.140
H -0.244 -7.323 2.420
H 0.230 -7.298 0.136
H -7.390 3.830 -2.962
C -4.950 1.893 -1.394
H 10.486 0.788 12.444
H -5.791 0.059 -2.130
H 3.799 12.626 -3.181
C -7.365 4.128 -4.011
H -10.457 0.418 -2.536
H 1.594 -2.566 7.303
H 2.267 6.927 -3.773
P 3.987 -3.768 -3.616
Cl 3.373 5.183 -2.630
Cl -11.066 5.234 -2.845
H -2.829 -3.868 -3.270
H -1.056 -1.106 -4.080
C 4.062 0.686 -0.563
H 4.319 -1.091 -2.809
S 3.283 -6.126 -0.913
H 9.815 2.024 11.372
H 5.957 1.204 1.183
C -10.754 0.689 -1.521
F 4.660 -5.612 -0.104
C 0.598 2.638 -2.857
C 2.011 7.355 -1.661
H -4.488 -8.050 5.356
H 3.546 2.230 1.019
N 4.492 -0.681 3.649
H -0.979 -0.847 -0.299
C 9.989 0.952 11.486
Cl -7.559 2.663 -5.007
H -4.769 -10.102 4.068
```

Properties
Structure (SMILES): [H]/N=C(/N)NCCCC[C@](OC(=O)c1ccccc1)(O[C@](CCCCNC(C)=O)([C@@](NC)(OC[C@H](C)O)[PH2]=N)S(=O)(=O)F)[PH2]=S.ClCCCl.ClCCCl.ClCCCl.ClCCCl.ClCCCl.ClCCCl.ClCCCl.ClCCCl.ClCCCl.ClCCCl.ClCCCl
Frontier orbital gap (eV): 8.32
HOMO level (Ha): -0.2970
Spin multiplicity: 1
F_max (hartree/bohr): 0.1484
Calculated total energy (eV): -393952.148